(1)
# C2H3FHgLiO2

C2H3FHgLiO2 as an isolated structure in a non-equilibrium geometry (ωB97M-V with the def2-TZVPD basis set, the OMol25 dataset).

ORCA input file:
```
! wB97M-V def2-TZVPD RIJCOSX def2/J DEFGRID3
* xyz 0 2
H 0.79485 1.11345 -0.54517
O 0.93116 -0.29450 1.62444
C -0.29618 -0.05569 1.10146
C -0.24110 0.14915 -0.40277
O -1.22306 0.19290 -1.12066
Li 2.51750 -0.61873 0.85064
H -0.77487 0.89647 1.44741
H -1.06551 -0.85100 1.24977
F 1.60452 -0.97056 -0.87230
Hg -2.24732 0.43852 -3.33283
*
```

## Properties
Orbital gap (alpha / beta) = 7.827 / 4.692 eV
Highest occupied orbital energy (alpha / beta) = -0.305 / -0.301 Ha
Lowest unoccupied orbital energy (alpha / beta) = -0.459 / -3.486 eV
ΔE to the lowest compared entry with this formula, charge and spin = 0.0 kcal per mole

---

(2)
# C2H4N2S2

C2H4N2S2 in the gas phase in a non-equilibrium geometry (ωB97M-V with the def2-TZVPD basis set, the OMol25 dataset).

ORCA input file:
```
! wB97M-V def2-TZVPD RIJCOSX def2/J DEFGRID3
* xyz 0 1
H 1.80489 -1.16915 0.07195
N 0.78982 -1.07839 -0.10441
C 0.53992 0.15026 0.01715
N 1.43222 1.18693 0.26170
S -1.09791 0.80134 -0.21958
C -1.98510 -0.66506 -0.32117
S -3.60393 -0.72300 -0.56430
H 2.41007 1.01725 0.46441
H 1.11442 2.04259 0.67851
H -1.40439 -1.56277 -0.28426
*
```

## Properties
Orbital gap = 8.432 eV
Highest occupied orbital energy = -0.320 Ha
Lowest unoccupied orbital energy = -0.272 eV
Structure (SMILES) = [H]/N=C(\N)SC=S
ΔE to the lowest compared entry with this formula, charge and spin = 27.1 kcal per mole

---

(3)
# C6H15O2

A 2-piece molecular cluster, C6H15O2 overall in a non-equilibrium geometry (ωB97M-V with the def2-TZVPD basis set, the OMol25 dataset).

ORCA input file:
```
! wB97M-V def2-TZVPD RIJCOSX def2/J DEFGRID3
* xyz -1 1
C -1.69266 0.98600 1.50546
O -2.87833 1.53598 1.20642
C -1.18994 0.01569 0.42146
C 0.31400 -0.12158 0.30787
C 0.85731 1.07829 -0.59935
C 0.89438 0.67027 -2.19197
C 2.07249 -0.36830 -2.34044
H -1.70113 0.41925 2.53570
H -0.92316 1.83835 1.59004
H -1.53011 0.65247 -0.49736
H -1.66921 -0.90540 0.49273
H 0.86063 -0.09847 1.35623
H 0.45947 -1.11609 -0.20130
H -0.04027 1.87396 -0.37284
H 1.84645 1.34647 -0.26648
H 0.93448 1.55194 -2.78338
H -0.06271 0.11064 -2.46120
H 3.03564 0.03215 -1.89715
H 1.80304 -1.25619 -1.78052
H 2.36283 -0.75893 -3.27695
H 0.38075 -3.49164 1.24794
H 0.85673 -2.50763 2.28726
O 1.10996 -2.94262 1.46972
*
```

## Properties
Orbital gap = 5.446 eV
Highest occupied orbital energy = -0.078 Ha
Lowest unoccupied orbital energy = 3.314 eV
ΔE to the lowest compared entry with this formula, charge and spin = 53.7 kcal per mole

---

(4)
# C6H15NO

A 2-piece molecular cluster, C6H15NO overall in a non-equilibrium geometry (ωB97M-V with the def2-TZVPD basis set, the OMol25 dataset).

ORCA input file:
```
! wB97M-V def2-TZVPD RIJCOSX def2/J DEFGRID3
* xyz 0 1
C -2.47380 0.08543 -0.99817
C -1.81356 -1.05788 -1.16876
C -0.41252 -1.33885 -0.72122
C -0.08126 -1.35047 0.80145
C -0.24774 -0.00933 1.49360
C 0.72478 1.09224 1.05240
N 2.10180 0.58460 0.78958
H -3.51823 0.10181 -1.29121
H -2.13263 0.95931 -0.46333
H -2.44561 -1.90952 -1.37912
H -0.04790 -2.29082 -1.11104
H 0.26026 -0.60282 -1.18002
H 0.94384 -1.70695 0.86412
H -0.76066 -2.08283 1.24113
H -1.26731 0.33706 1.31178
H -0.17460 -0.08820 2.58009
H 0.56048 1.69893 0.17068
H 0.96152 1.86144 1.78588
H 2.60208 0.20768 1.57946
H 2.12660 -0.09638 0.04541
O 1.48807 1.96822 -2.09819
H 1.24135 1.33164 -1.42973
H 2.36505 2.30568 -1.87480
*
```

## Properties
Orbital gap = 10.288 eV
Highest occupied orbital energy = -0.343 Ha
Lowest unoccupied orbital energy = 0.942 eV
Structure (SMILES) = C=CCCCCN.O
ΔE to the lowest compared entry with this formula, charge and spin = 51.3 kcal per mole

---

(5)
# C4H26N2O9S

A 9-piece molecular cluster, C4H26N2O9S overall in a non-equilibrium geometry (ωB97M-V with the def2-TZVPD basis set, the OMol25 dataset).

ORCA input file:
```
! wB97M-V def2-TZVPD RIJCOSX def2/J DEFGRID3
* xyz 0 1
N 2.05916 -1.65136 -0.23468
C 0.66647 -1.21956 -0.41754
C 0.23078 -0.31576 0.51114
O 0.95526 -0.08432 1.57648
N -0.95817 0.35828 0.41896
C -1.81746 0.39163 -0.74461
C -1.56364 1.55603 -1.70731
S -0.30719 1.26412 -2.99667
H 2.16129 -2.65477 -0.47334
H 2.69977 -1.08650 -0.83966
H 2.29690 -1.50267 0.73646
H 0.12690 -1.59586 -1.27520
H -1.12439 1.05422 1.14035
H -1.78588 -0.55937 -1.25810
H -2.83461 0.49375 -0.38565
H -1.21186 2.41038 -1.15503
H -2.47928 1.83797 -2.19838
H -0.61356 -0.01881 -3.23526
O -2.82617 -2.40913 0.52932
H -2.06696 -2.91696 0.90305
H -2.75802 -1.56802 1.00320
O 1.60069 2.37649 2.10418
H 1.29277 1.42051 1.99397
H 2.17146 2.39630 2.88980
O -2.09621 -1.86530 -2.07099
H -2.32056 -2.10555 -1.15159
H -2.61484 -2.45680 -2.61781
O 3.70528 0.16819 -1.45638
H 3.24361 0.99302 -1.16251
H 3.71746 0.25956 -2.42325
O 2.18074 2.23552 -0.66266
H 2.15690 2.44521 0.30848
H 1.33581 1.79972 -0.83917
O -0.41120 -3.22010 1.56194
H -0.46151 -2.80207 2.43317
H -0.00278 -2.53272 1.00270
O -1.13653 2.99269 2.06926
H -0.16441 2.92851 2.19963
H -1.29069 3.85935 1.67317
O -0.42157 -1.37288 3.52114
H 0.05905 -1.32560 4.35887
H -0.00520 -0.74329 2.89993
*
```

## Properties
Orbital gap = 8.140 eV
Highest occupied orbital energy = -0.289 Ha
Lowest unoccupied orbital energy = 0.283 eV
Structure (SMILES) = [NH3+]/C=C(\[O-])NCCS.O.O.O.O.O.O.O.O
ΔE to the lowest compared entry with this formula, charge and spin = 20.9 kcal per mole

---

(6)
# C25H41Cl3N3O3SiSn

C25H41Cl3N3O3SiSn as an isolated structure in a non-equilibrium geometry (ωB97M-V with the def2-TZVPD basis set, the OMol25 dataset).

ORCA input file:
```
! wB97M-V def2-TZVPD RIJCOSX def2/J DEFGRID3
* xyz -1 1
C 1.79912 -1.42135 -4.33795
C 0.99698 -0.23477 -3.86632
H 2.23360 -1.31116 -5.35111
H 1.19464 -2.32608 -4.34338
H 2.62792 -1.63287 -3.62489
C 0.53012 0.72802 -4.76855
C 0.04926 0.46297 -6.14649
H 0.38846 1.74298 -4.40728
H -0.59083 -0.43777 -6.15198
H 0.83115 0.31695 -6.91597
H -0.58377 1.30266 -6.49909
Sn 0.34736 -0.93373 2.29540
Cl 2.78026 -0.97493 2.72940
Cl -1.02206 -2.84612 2.67841
C 0.95751 2.08210 1.88472
O 0.12511 1.13669 1.74846
N 0.46268 3.29544 2.10257
C -0.95908 3.59830 1.97340
C 1.37445 4.36584 2.45595
H 2.05588 1.95236 1.84458
H -1.59190 2.80006 2.38330
H -1.23163 3.79726 0.92447
H -1.11956 4.51822 2.53950
H 2.32634 3.92207 2.74270
H 0.93997 4.91898 3.28785
H 1.51650 5.04009 1.61069
H -1.85978 -1.78547 -2.43657
H -2.62944 1.23235 -2.94209
C -2.73317 -1.45790 -1.84581
C -3.18258 0.95725 -2.03233
N -2.51883 -0.12692 -1.30569
H -2.93005 -2.18042 -1.04508
C -2.12830 0.10435 -0.00457
O -2.00673 -0.72783 0.89627
H -3.26621 1.83286 -1.38027
H -1.88229 1.18337 0.14053
H -3.59199 -1.39805 -2.52707
H -4.18303 0.63399 -2.35107
O 0.18430 -0.57133 -2.69273
C 1.29970 0.30965 -2.43591
C -0.10953 2.34023 -1.84698
C 1.14060 1.72559 -1.93616
H -0.96942 1.69782 -1.95935
C -0.28630 3.70702 -1.57227
H 2.03052 -0.27316 -1.92275
C 2.22164 2.52283 -1.41001
H -1.30538 4.15309 -1.60572
C 0.82179 4.52416 -1.27656
C 2.08458 3.89470 -1.14996
H 3.17412 2.05395 -1.15975
H 0.70551 5.61626 -1.12073
H 2.93797 4.52198 -0.82107
Si 0.51623 -4.13279 -0.21439
Cl 0.91593 -0.80948 0.11292
C -1.16311 -4.92133 -0.40666
C 1.34769 -4.47918 1.49979
C 1.79669 -4.86027 -1.35566
H -1.88351 -4.19849 -0.80989
H -1.54416 -5.34451 0.53382
H -1.02399 -5.74437 -1.12438
H 1.34310 -5.08386 -2.32991
H 2.10831 -5.79555 -0.85800
H 2.66275 -4.18942 -1.45515
H 1.60725 -3.57629 2.06752
H 2.28430 -5.01652 1.28538
H 0.72228 -5.13469 2.11841
C -0.82857 -0.68798 6.95427
C 0.46643 -0.38671 6.49300
C 0.61309 -0.04613 5.14764
N -0.39876 -0.24778 4.27923
C -1.67080 -0.45912 4.72800
C -1.90372 -0.69256 6.07052
H -0.96139 -0.97079 7.99221
H 1.37162 -0.46275 7.08939
H 1.56466 0.28869 4.76594
H -2.47147 -0.47872 3.99351
H -2.92706 -0.92202 6.37779
*
```

## Properties
Orbital gap (alpha / beta) = 3.423 / 3.430 eV
Highest occupied orbital energy (alpha / beta) = -0.051 / -0.051 Ha
Lowest unoccupied orbital energy (alpha / beta) = 2.045 / 2.052 eV
ΔE to the lowest compared entry with this formula, charge and spin = 144.4 kcal per mole

---

(7)
# C9H16N2O4

C9H16N2O4 in the gas phase in a non-equilibrium geometry (ωB97M-V with the def2-TZVPD basis set, the OMol25 dataset).

ORCA input file:
```
! wB97M-V def2-TZVPD RIJCOSX def2/J DEFGRID3
* xyz 0 1
C 0.01043 1.18132 0.02843
C -3.54593 0.47443 -0.20708
C -1.78245 -1.29227 -0.89005
C -2.02339 -0.23031 0.14596
C 0.74425 -1.12942 -0.07020
C 0.43125 2.59164 -0.12579
C -2.19160 -0.79257 1.58960
C 1.50385 -1.74032 -1.23954
C 2.43135 0.53892 0.17490
N -1.23939 0.94701 0.00826
N 1.02421 0.26158 0.15678
O -3.46249 1.80266 -0.42928
O -4.59928 -0.08366 -0.28335
O -2.38321 -2.51759 -0.75656
O 0.90770 -1.79882 1.16179
H -1.25335 -1.01282 -1.71170
H -0.05996 3.02135 -0.98552
H 1.50467 2.84042 -0.23492
H -0.01916 3.21401 0.68799
H -2.29795 0.13221 2.25921
H -1.35848 -1.40432 1.80588
H -3.11251 -1.44421 1.62549
H 2.52497 -1.47528 -1.10277
H 1.16561 -1.38375 -2.19691
H 1.43759 -2.88381 -1.18812
H 3.07184 -0.23314 0.65754
H 2.54108 1.56569 0.57148
H 2.89944 0.38702 -0.74687
H -2.53848 2.07685 -0.09467
H -2.86430 -2.73249 0.10515
H 1.12611 -1.15943 1.76314
*
```

## Properties
Orbital gap (alpha / beta) = 8.276 / 7.312 eV
Highest occupied orbital energy (alpha / beta) = -0.288 / -0.255 Ha
Lowest unoccupied orbital energy (alpha / beta) = 0.430 / 0.368 eV
ΔE to the lowest compared entry with this formula, charge and spin = 135.8 kcal per mole

---

(8)
# C5H10O2

A 2-piece molecular cluster, C5H10O2 overall (ωB97M-V with the def2-TZVPD basis set, the OMol25 dataset).

ORCA input file:
```
! wB97M-V def2-TZVPD RIJCOSX def2/J DEFGRID3
* xyz 0 1
C -1.68706 -0.03237 -1.37984
O -1.29329 0.69778 -0.37384
C -0.13647 0.75525 0.19419
C 0.16709 1.30285 1.55637
O 1.25815 0.36474 1.64987
C 0.95802 -0.26530 0.38187
C 0.58656 -1.72956 0.55344
H 0.07872 1.14667 -2.54433
H -1.04828 -0.81937 -1.75815
H -2.70603 0.14204 -1.68931
H 0.56844 1.44271 -2.05134
H -0.59767 1.12950 2.32966
H 0.51733 2.34085 1.62456
H 1.81212 -0.17223 -0.30367
H 0.33676 -2.19889 -0.40432
H 1.44591 -2.25957 0.97724
H -0.26030 -1.84511 1.23761
*
```

## Properties
Orbital gap (alpha / beta) = 8.128 / 8.351 eV
Highest occupied orbital energy (alpha / beta) = -0.271 / -0.278 Ha
Lowest unoccupied orbital energy (alpha / beta) = 0.761 / 0.795 eV
ΔE to the lowest compared entry with this formula, charge and spin = 148.2 kcal per mole

---

Question: The highest ΔE to the lowest compared entry with this formula, charge and spin belongs to which entry?
Answer: C5H10O2

---

Question: What is the ΔE to the lowest compared entry with this formula, charge and spin in the first record?
Answer: 0.0 kcal per mole

---

Question: Which of these has the highest ΔE to the lowest compared entry with this formula, charge and spin?
Answer: C5H10O2

---

Question: Look up the ΔE to the lowest compared entry with this formula, charge and spin of the third one.
Answer: 53.7 kcal per mole